(1)
C47H41N6P2Pt as an isolated structure at a distorted geometry, computed with wB97M-V/def2-TZVPD.

Calculated values
- frontier orbital gap (spin up / spin down) (eV) = 5.46 / 5.61
- max |F| (eV Å⁻¹) = 2.11
- LUMO level (spin up / spin down) (eV) = -8.91 / -10.39
- relative energy (zero: lowest compared OMol25 entry of this formula, charge and spin) (eV) = 0.903
- HOMO level (spin up / spin down) (eV) = -14.4 / -16.0

Structure (ORCA input):
```
! RIJCOSX wB97M-V def2-TZVPD def2/J DEFGRID3
* xyz 3 5
Pt -0.37 -0.22 0.43
C -5.13 2.42 -1.90
C -3.90 2.85 -1.40
C -2.90 1.93 -1.15
C -3.11 0.56 -1.38
C -4.37 0.14 -1.87
C -5.35 1.07 -2.13
N -2.12 -0.34 -1.17
N -2.23 -1.53 -1.63
C -1.57 -2.58 -1.21
C -1.81 -3.84 -1.81
C -1.09 -4.93 -1.39
C -0.12 -4.76 -0.40
C 0.07 -3.50 0.13
N -0.64 -2.44 -0.22
H -5.90 3.14 -2.11
H -3.73 3.90 -1.22
H -1.94 2.24 -0.77
H -4.50 -0.91 -2.08
H -6.30 0.74 -2.53
H -2.57 -3.91 -2.57
H -1.26 -5.91 -1.83
H 0.48 -5.59 -0.05
H 0.84 -3.34 0.88
N 2.81 0.61 0.42
P 1.97 -0.88 0.37
C 3.19 -1.90 1.24
C 4.49 -1.90 0.73
C 5.47 -2.63 1.37
C 5.17 -3.37 2.50
C 3.88 -3.38 3.00
C 2.89 -2.64 2.38
C 2.00 -1.34 -1.40
C 2.62 -2.48 -1.89
C 2.56 -2.75 -3.25
C 1.85 -1.92 -4.10
C 1.21 -0.79 -3.61
C 1.28 -0.51 -2.26
P 2.11 2.13 0.45
C 2.75 2.99 1.88
C 4.13 3.21 1.89
C 4.71 3.84 2.97
C 3.92 4.24 4.04
C 2.55 4.02 4.03
C 1.96 3.38 2.95
C 2.58 2.97 -1.07
C 3.17 2.26 -2.12
C 3.55 2.94 -3.27
C 3.35 4.31 -3.36
C 2.78 5.01 -2.31
C 2.38 4.35 -1.16
H 3.74 0.56 0.82
H 4.73 -1.33 -0.16
H 6.48 -2.63 0.98
H 5.94 -3.95 2.99
H 3.64 -3.96 3.88
H 1.89 -2.61 2.79
H 3.16 -3.14 -1.23
H 3.06 -3.62 -3.64
H 1.80 -2.14 -5.16
H 0.66 -0.14 -4.27
H 0.79 0.39 -1.86
H 4.73 2.91 1.03
H 5.77 4.01 2.99
H 4.37 4.74 4.88
H 1.95 4.33 4.87
H 0.89 3.20 2.93
H 3.34 1.20 -2.03
H 4.01 2.40 -4.08
H 3.66 4.84 -4.25
H 2.65 6.08 -2.39
H 1.95 4.89 -0.33
C 0.32 1.89 0.56
C -0.37 2.95 0.68
C -1.12 4.12 0.69
C -1.71 4.63 1.86
C -2.38 5.83 1.82
C -2.46 6.57 0.64
C -1.88 6.07 -0.53
C -1.23 4.86 -0.52
H -1.65 4.08 2.78
H -2.86 6.21 2.72
H -2.97 7.52 0.63
H -1.96 6.62 -1.45
H -0.78 4.47 -1.42
C -2.75 1.20 2.95
C -2.13 -0.12 3.21
N -1.39 -0.83 2.37
C -1.11 -2.02 2.99
C -1.67 -2.01 4.23
N -2.31 -0.81 4.35
H -2.50 1.54 1.95
H -2.42 1.92 3.69
H -3.83 1.12 3.03
H -0.58 -2.82 2.51
H -1.66 -2.74 5.02
H -2.82 -0.50 5.16
*
```

***

(2)
C47H42AsLuN7O2S as an isolated structure at a distorted geometry, computed with wB97M-V/def2-TZVPD.

Calculated values
- frontier orbital gap (spin up / spin down) (eV) = 4.94 / 5.06
- max |F| (eV Å⁻¹) = 3.26
- LUMO level (spin up / spin down) (eV) = -3.47 / -3.48
- relative energy (zero: lowest compared OMol25 entry of this formula, charge and spin) (eV) = 1.409
- HOMO level (spin up / spin down) (eV) = -8.4 / -8.5

Structure (ORCA input):
```
! RIJCOSX wB97M-V def2-TZVPD def2/J DEFGRID3
* xyz 1 1
Lu 0.60 -0.62 0.79
N 2.25 0.56 2.02
C 3.68 0.32 1.88
C 4.48 1.39 1.50
C 5.87 1.29 1.50
C 6.45 0.07 1.85
C 5.64 -1.03 2.15
C 4.24 -0.94 2.12
C 3.37 -2.15 2.28
C 3.65 -3.02 3.38
C 2.87 -4.17 3.54
C 1.85 -4.48 2.61
C 1.63 -3.59 1.57
C 2.23 -2.33 1.49
H 2.10 1.57 1.90
H 1.94 0.36 2.98
H 4.02 2.34 1.26
H 6.49 2.12 1.22
H 7.53 -0.05 1.84
H 6.09 -1.96 2.45
H 4.44 -2.76 4.07
H 3.09 -4.82 4.39
H 1.24 -5.36 2.71
H 0.80 -3.89 0.91
C -3.52 1.69 -8.96
O -2.21 1.96 -9.55
C -1.14 1.50 -8.87
C -1.26 0.77 -7.64
C -0.15 0.26 -7.03
C 1.15 0.67 -7.49
C 1.28 1.44 -8.69
C 0.17 1.71 -9.45
N 2.31 0.57 -6.74
N 2.19 -0.31 -5.78
C 2.08 0.02 -4.51
C 2.00 1.39 -4.11
C 1.42 1.69 -2.88
C 1.25 0.70 -1.90
O 0.84 1.00 -0.70
C 1.48 -0.67 -2.24
N 1.04 -1.58 -1.28
C 0.94 -2.87 -1.60
C 1.31 -3.36 -2.86
C 1.76 -2.44 -3.83
C 1.78 -1.08 -3.55
H -4.29 1.98 -9.70
H -3.66 2.27 -8.01
H -3.63 0.59 -8.71
H -2.27 0.67 -7.23
H -0.25 -0.39 -6.17
H 2.31 1.73 -8.95
H 0.23 2.20 -10.43
H 2.27 2.12 -4.86
H 1.09 2.72 -2.68
H 0.51 -3.54 -0.87
H 1.34 -4.45 -3.06
H 2.04 -2.76 -4.82
N -1.75 -2.82 3.54
C -0.89 -2.61 4.65
C -0.75 -3.29 5.87
C 0.30 -2.82 6.67
C 1.04 -1.69 6.34
C 0.93 -1.03 5.10
C -0.01 -1.59 4.20
N -0.35 -1.24 2.86
C -1.46 -1.95 2.58
C -2.14 -1.95 1.35
C -3.29 -2.63 1.06
S -3.88 -2.20 -0.53
C -2.52 -1.17 -0.70
N -1.64 -1.14 0.30
H -2.57 -3.41 3.55
H -1.41 -4.13 6.11
H 0.52 -3.34 7.59
H 1.77 -1.33 7.05
H 1.46 -0.10 4.90
H -3.75 -3.36 1.70
H -2.33 -0.56 -1.57
C -0.36 3.37 2.73
As -1.17 1.87 1.71
C -2.09 2.93 0.35
C -2.68 1.42 2.94
C -3.79 2.42 3.12
C -4.95 2.33 2.31
C -6.04 3.15 2.59
C -5.93 4.12 3.58
C -4.74 4.32 4.26
C -3.69 3.44 4.08
H -1.13 4.09 3.10
H 0.36 3.91 2.10
H 0.19 2.96 3.60
H -2.53 3.82 0.76
H -2.85 2.33 -0.16
H -1.33 3.21 -0.37
H -2.20 1.16 3.91
H -3.09 0.51 2.46
H -4.96 1.59 1.51
H -7.00 3.01 2.09
H -6.78 4.79 3.70
H -4.67 5.10 5.03
H -2.81 3.52 4.70
*
```

***

(3)
C47H42I2N3O7PPbS2 as an isolated structure, computed with wB97M-V/def2-TZVPD.

Calculated values
- frontier orbital gap (eV) = 5.64
- max |F| (eV Å⁻¹) = 0.84
- LUMO level (eV) = 3.44
- relative energy (zero: lowest compared OMol25 entry of this formula, charge and spin) (eV) = 0.868
- HOMO level (eV) = -2.2

Structure (ORCA input):
```
! RIJCOSX wB97M-V def2-TZVPD def2/J DEFGRID3
* xyz -2 1
Pb -0.84 0.98 -0.33
C 4.22 -1.42 4.55
O 4.76 -0.19 4.14
C 4.10 0.46 3.13
C 4.68 1.68 2.72
C 4.07 2.38 1.71
C 2.90 1.95 1.07
C 2.29 2.78 0.04
C 3.17 3.82 -0.66
O 1.12 2.72 -0.32
C 2.31 0.69 1.46
O 1.30 0.15 0.91
C 2.97 -0.02 2.53
H 4.86 -1.78 5.35
H 4.22 -2.15 3.73
H 3.20 -1.31 4.92
H 5.57 2.04 3.22
H 4.50 3.33 1.42
H 4.19 3.48 -0.78
H 3.17 4.75 -0.08
H 2.72 4.03 -1.63
H 2.52 -0.95 2.82
C 5.66 0.68 -1.02
C 5.24 -0.53 -0.48
C 4.01 -1.06 -0.83
C 3.17 -0.40 -1.72
C 3.58 0.83 -2.23
C 4.82 1.36 -1.89
P 1.50 -1.13 -2.02
C 1.91 -2.51 -3.18
C 0.82 -3.21 -3.70
C 0.99 -4.30 -4.54
C 2.27 -4.72 -4.87
C 3.36 -4.05 -4.36
C 3.19 -2.95 -3.52
C 0.80 0.10 -3.18
C 1.16 0.13 -4.54
C 0.75 1.18 -5.35
C 0.00 2.21 -4.81
C -0.37 2.17 -3.47
C -0.02 1.11 -2.62
H 6.62 1.11 -0.74
H 5.88 -1.04 0.23
H 3.68 -1.99 -0.38
H 2.92 1.39 -2.89
H 5.13 2.31 -2.31
H -0.18 -2.89 -3.42
H 0.12 -4.83 -4.92
H 2.41 -5.58 -5.52
H 4.37 -4.37 -4.62
H 4.06 -2.43 -3.15
H 1.77 -0.66 -4.96
H 1.03 1.19 -6.40
H -0.29 3.05 -5.43
H -0.96 2.98 -3.06
I -3.31 5.90 -1.43
C -2.68 5.39 0.50
C -3.02 6.20 1.57
C -2.60 5.87 2.84
I -3.16 7.17 4.42
C -1.81 4.73 3.08
C -1.30 4.33 4.34
C -0.52 3.22 4.45
C -0.22 2.48 3.29
N -0.68 2.82 2.12
C -1.47 3.90 1.97
C -1.92 4.19 0.60
O -1.64 3.47 -0.39
H -3.60 7.09 1.40
H -1.54 4.93 5.21
H -0.12 2.92 5.41
H 0.42 1.60 3.33
S -3.55 1.61 -1.67
C -4.56 0.30 -2.01
N -5.79 0.53 -2.55
C -6.88 -0.43 -2.55
C -6.55 -1.56 -1.59
C -5.16 -2.07 -1.91
N -4.22 -0.97 -1.78
H -6.00 1.51 -2.64
H -7.02 -0.85 -3.56
H -7.81 0.07 -2.27
H -7.29 -2.36 -1.66
H -6.56 -1.17 -0.57
H -5.14 -2.47 -2.93
H -4.83 -2.86 -1.25
H -3.30 -1.15 -1.37
C -2.03 -4.36 5.84
C -2.08 -3.90 4.41
C -3.28 -3.90 3.70
C -3.31 -3.56 2.35
C -2.13 -3.21 1.70
C -0.94 -3.16 2.41
C -0.92 -3.51 3.75
S -2.10 -2.99 -0.08
O -0.89 -3.67 -0.48
O -3.34 -3.58 -0.57
O -2.10 -1.52 -0.26
H -3.03 -4.54 6.23
H -1.55 -3.62 6.48
H -1.46 -5.29 5.92
H -4.20 -4.18 4.20
H -4.23 -3.59 1.78
H -0.04 -2.87 1.88
H 0.02 -3.48 4.30
*
```

***

(4)
C47H42N6O2S3W as an isolated structure at a distorted geometry, computed with wB97M-V/def2-TZVPD.

Calculated values
- frontier orbital gap (spin up / spin down) (eV) = 5.91 / 6.25
- max |F| (eV Å⁻¹) = 1.23
- LUMO level (spin up / spin down) (eV) = -7.03 / -7.15
- relative energy (zero: lowest compared OMol25 entry of this formula, charge and spin) (eV) = 3.280
- HOMO level (spin up / spin down) (eV) = -12.9 / -13.4

Structure (ORCA input):
```
! RIJCOSX wB97M-V def2-TZVPD def2/J DEFGRID3
* xyz 2 3
W -0.36 0.86 0.33
S -6.94 -1.70 1.57
C -7.40 -1.43 3.18
C -6.55 -0.57 3.82
C -5.49 -0.15 2.99
C -5.56 -0.69 1.73
C -4.63 -0.48 0.62
C -3.35 0.05 0.91
N -2.44 0.24 -0.02
C -2.74 -0.05 -1.31
C -3.97 -0.54 -1.70
C -4.23 -0.75 -3.13
C -3.29 -0.47 -4.04
C -1.96 0.03 -3.66
C -0.99 0.27 -4.56
C 0.40 0.64 -4.17
C 0.47 1.06 -2.69
N -0.55 0.59 -1.74
C -1.68 0.20 -2.24
C 1.32 -0.47 -4.60
C 2.21 -1.17 -3.83
C 2.97 -2.11 -4.58
C 2.65 -2.09 -5.90
S 1.42 -0.96 -6.24
C -4.92 -0.76 -0.70
H -8.29 -1.90 3.57
H -6.69 -0.26 4.85
H -4.73 0.55 3.30
H -3.08 0.31 1.92
H -5.19 -1.13 -3.42
H -3.49 -0.62 -5.09
H -1.20 0.10 -5.61
H 1.45 0.86 -2.28
H 2.32 -1.03 -2.76
H 3.72 -2.76 -4.16
H 3.07 -2.69 -6.70
H -5.90 -1.14 -0.98
O 1.82 1.17 0.00
C 2.37 2.48 0.46
C 3.59 2.91 -0.35
C 3.30 3.99 -1.42
C 2.39 3.42 -2.47
C 3.00 2.88 -3.72
C 2.28 2.31 -4.68
C 0.80 2.13 -4.51
C 0.36 2.53 -3.08
N 1.15 3.36 -2.21
H 2.39 0.45 0.31
H 2.58 2.37 1.52
H 1.55 3.18 0.34
H 4.04 2.03 -0.82
H 4.34 3.30 0.34
H 4.24 4.33 -1.85
H 2.81 4.85 -0.95
H 4.07 3.02 -3.86
H 2.74 1.99 -5.61
H 0.24 2.57 -5.34
H -0.68 2.86 -3.07
C -1.59 -4.67 1.33
C -2.35 -3.36 1.40
N -1.87 -2.44 2.45
C -2.45 -2.60 3.81
C -1.61 -3.48 4.72
C -0.87 -1.58 2.28
S -0.08 -1.52 0.69
N -0.44 -0.90 3.32
C 0.44 0.09 3.23
O 0.56 0.89 2.25
C 1.31 0.31 4.41
C 0.86 -0.07 5.67
C 1.67 0.14 6.78
C 2.93 0.70 6.62
C 3.39 1.06 5.36
C 2.57 0.88 4.25
H -1.95 -5.25 0.49
H -1.72 -5.26 2.23
H -0.52 -4.49 1.19
H -3.41 -3.53 1.62
H -2.30 -2.84 0.45
H -3.45 -3.01 3.67
H -2.56 -1.60 4.24
H -1.50 -4.48 4.32
H -2.10 -3.56 5.69
H -0.62 -3.05 4.87
H -0.12 -0.51 5.78
H 1.32 -0.14 7.76
H 3.57 0.84 7.49
H 4.38 1.48 5.24
H 2.92 1.16 3.27
N -3.14 7.04 3.30
C -2.76 6.04 2.89
C -2.29 4.77 2.37
C -1.74 4.71 1.10
C -1.32 3.47 0.61
C -1.40 2.33 1.39
C -1.92 2.41 2.68
C -2.37 3.62 3.16
H -1.67 5.60 0.49
H -0.89 3.45 -0.40
H -1.94 1.54 3.33
H -2.78 3.70 4.17
*
```

***

What is the formula in the fourth record?
C47H42N6O2S3W

***

Look up the max |F| of the first one.
2.11 eV Å⁻¹

***

relative energy (zero: lowest compared OMol25 entry of this formula, charge and spin) of number 4 (C47H42N6O2S3W)?
3.280 eV